No. 1
{
  "formula": "C41H28Cl2N11O4SSeW",
  "method": "ωB97M-V with the def2-TZVPD basis set",
  "total_charge": 1,
  "orbital_gap_ev": 5.73,
  "species": ["W", "N", "C", "S", "N", "N", "C", "C", "C", "C", "C", "C", "C", "C", "C", "C", "C", "C", "N", "H", "H", "H", "H", "H", "H", "H", "H", "H", "H", "H", "O", "N", "O", "C", "C", "C", "C", "C", "C", "N", "C", "C", "N", "C", "C", "C", "C", "H", "H", "H", "H", "H", "H", "H", "Cl", "C", "C", "C", "C", "C", "Cl", "C", "N", "C", "C", "C", "C", "C", "C", "C", "C", "O", "O", "H", "H", "H", "H", "H", "H", "H", "H", "H", "H", "N", "C", "N", "C", "N", "Se"],
  "coordinates": [[0.72379, 0.47858, 0.41987], [0.06633, -4.05399, -0.34742], [0.30464, -2.71973, -0.38337], [0.43779, -1.94293, 1.15768], [0.39515, -2.16834, -1.53720], [0.60015, -0.81378, -1.54552], [0.34512, -0.28898, -2.69642], [-0.10603, -1.07032, -3.88097], [-1.36050, -0.76561, -4.39897], [-1.85088, -1.46792, -5.49416], [-1.07501, -2.45034, -6.09091], [0.18838, -2.74325, -5.58356], [0.66582, -2.06676, -4.47306], [0.38413, 1.17416, -2.85228], [0.42961, 1.78662, -4.09311], [0.42423, 3.17175, -4.14564], [0.37069, 3.88197, -2.96123], [0.35638, 3.17952, -1.76730], [0.36462, 1.86042, -1.73280], [-0.13465, -4.50455, 0.52378], [-0.16862, -4.52242, -1.20475], [-1.97202, -0.00104, -3.92445], [-2.83706, -1.23863, -5.88204], [-1.45129, -2.98977, -6.95393], [0.79973, -3.50715, -6.05202], [1.64395, -2.30502, -4.06954], [0.46942, 1.18628, -4.99204], [0.46327, 3.68509, -5.10029], [0.35500, 4.96590, -2.94924], [0.34230, 3.68198, -0.80962], [5.07706, -0.19927, 6.26947], [5.40049, -0.97659, 5.38846], [6.26019, -1.82302, 5.51101], [4.69440, -0.86902, 4.06526], [5.03505, -1.78486, 3.15968], [4.43955, -1.79115, 1.85774], [4.84954, -2.65388, 0.82882], [4.27038, -2.53084, -0.39948], [3.23137, -1.60978, -0.56639], [2.80608, -0.84269, 0.40383], [3.43500, -0.88759, 1.58520], [3.08339, 0.10465, 2.54708], [2.17675, 1.00998, 2.13612], [1.91984, 2.05704, 2.88250], [2.53695, 2.23909, 4.11339], [3.40229, 1.29556, 4.58629], [3.72649, 0.18014, 3.78262], [5.78230, -2.52175, 3.41563], [5.63745, -3.37839, 1.01125], [4.59390, -3.12302, -1.24607], [2.73259, -1.51231, -1.51923], [1.20213, 2.75562, 2.49940], [2.29881, 3.11567, 4.70189], [3.84953, 1.40987, 5.55429], [-2.96257, -2.63892, 2.78376], [-3.71487, -1.17756, 3.38178], [-3.78808, -1.00735, 4.74881], [-4.38823, 0.12500, 5.27477], [-4.94794, 1.04314, 4.41176], [-4.89743, 0.85415, 3.03503], [-5.78826, 2.00606, 2.08026], [-4.23045, -0.24066, 2.45908], [-4.05188, -0.49796, 1.09997], [-4.25430, 0.31400, -0.04823], [-4.98035, -0.18949, -1.12083], [-5.12141, 0.54271, -2.29332], [-4.53925, 1.79908, -2.39518], [-3.79435, 2.28509, -1.32809], [-3.63599, 1.55381, -0.15563], [-2.69424, 2.06596, 0.90785], [-1.32162, 1.40979, 0.84402], [-0.20645, 2.22508, 0.76761], [-1.11243, 0.37509, -0.07954], [-3.37059, -1.76903, 5.39750], [-4.43700, 0.27617, 6.34765], [-5.46019, 1.91993, 4.79251], [-3.82698, -1.45042, 0.90050], [-5.44357, -1.16652, -1.02153], [-5.70062, 0.13645, -3.11613], [-4.66396, 2.39775, -3.29227], [-3.31861, 3.26064, -1.40531], [-3.08487, 1.96759, 1.91155], [-2.50318, 3.12476, 0.72572], [2.33375, 1.56338, -0.33769], [3.31882, 1.53189, -0.95950], [4.36762, 1.56416, -1.63813], [5.24328, 0.59712, -1.90078], [6.01857, -0.24008, -2.13029], [-0.65832, 0.34400, 2.60410]],
  "atomic_forces_ev_per_a": [[2.9, -1.2, -2.6], [0.2, 0.2, 0.1], [0.3, -0.7, 0.2], [-0.7, 0.8, 0.3], [0.1, 0.0, -0.4], [-0.4, 0.3, 0.7], [0.0, 0.3, -0.6], [0.1, -0.1, 0.2], [-0.2, 0.0, 0.0], [0.0, 0.1, 0.0], [0.0, 0.0, 0.0], [0.0, 0.0, 0.0], [0.1, 0.1, 0.0], [0.1, -0.6, -0.4], [0.0, 0.1, -0.3], [0.0, 0.0, -0.2], [0.0, 0.2, 0.0], [0.0, 0.3, 0.1], [0.0, -0.1, 0.7], [0.0, -0.1, 0.1], [0.0, 0.0, 0.0], [0.1, -0.1, -0.1], [0.1, 0.0, 0.0], [0.0, 0.1, 0.1], [-0.1, 0.1, 0.0], [-0.1, 0.0, 0.0], [0.0, 0.1, 0.0], [0.0, -0.1, 0.1], [0.0, -0.1, 0.0], [0.0, 0.0, 0.0], [-0.1, -0.2, -0.4], [0.1, 0.2, 0.3], [-0.4, 0.2, -0.3], [-0.1, 0.5, 0.7], [0.2, -0.5, -0.5], [0.4, -0.3, 0.2], [0.2, -0.2, 0.1], [0.0, -0.1, -0.2], [0.2, -0.3, -0.6], [-0.8, 0.5, -0.2], [0.1, 0.1, 0.3], [0.1, -0.1, -0.1], [-0.8, -0.4, -0.2], [0.1, 0.3, 0.2], [-0.1, 0.3, 0.1], [0.2, -0.2, 0.0], [0.2, 0.0, 0.4], [0.0, 0.0, 0.0], [-0.1, 0.1, 0.0], [0.0, 0.1, 0.1], [0.1, 0.0, 0.0], [-0.3, 0.2, -0.1], [0.0, -0.1, -0.1], [0.1, 0.0, 0.1], [-0.1, 0.2, 0.0], [0.1, 0.0, 0.0], [0.1, -0.2, 0.0], [0.0, 0.0, 0.1], [-0.1, 0.1, 0.0], [-0.1, 0.0, 0.0], [0.0, -0.1, -0.1], [0.1, -0.1, -0.4], [-0.4, 0.5, 0.3], [0.1, -0.2, 0.4], [-0.1, -0.1, -0.1], [0.0, -0.1, 0.1], [0.0, 0.0, 0.0], [0.0, 0.1, 0.0], [0.4, 0.3, -0.1], [0.3, 0.1, -0.6], [-0.7, -0.6, 1.9], [0.1, -0.6, 0.1], [-0.8, 0.6, 0.2], [0.0, 0.1, -0.1], [0.0, 0.0, -0.1], [0.0, -0.1, -0.1], [0.1, -0.4, -0.1], [0.0, 0.1, 0.0], [0.0, 0.0, 0.1], [0.0, -0.1, 0.1], [-0.1, -0.1, 0.0], [0.0, 0.0, 0.1], [0.0, 0.1, 0.1], [-0.8, 0.4, 0.8], [1.5, -0.4, -0.8], [0.2, 0.1, -0.4], [0.1, -0.4, 0.3], [-0.7, 0.7, 0.1], [-1.0, 0.6, -0.1]]
}

=====

No. 2
{
  "formula": "C41H30ClO4PdS2",
  "method": "ωB97M-V with the def2-TZVPD basis set",
  "total_charge": 1,
  "orbital_gap_ev": [5.09, 4.21],
  "species": ["Pd", "Cl", "C", "C", "C", "C", "O", "C", "C", "O", "C", "H", "H", "H", "H", "C", "C", "C", "C", "C", "C", "C", "S", "O", "C", "C", "C", "C", "C", "C", "C", "C", "C", "C", "C", "C", "C", "C", "C", "C", "C", "C", "C", "C", "S", "O", "C", "C", "C", "C", "C", "C", "C", "H", "H", "H", "H", "H", "H", "H", "H", "H", "H", "H", "H", "H", "H", "H", "H", "H", "H", "H", "H", "H", "H", "H", "H", "H", "H"],
  "coordinates": [[1.56560, -1.45227, -0.91885], [3.44520, -8.81669, -1.29222], [3.31048, -7.12641, -1.12084], [4.46858, -6.33771, -1.02336], [4.34604, -4.98259, -0.89336], [3.05365, -4.32797, -0.85233], [3.00788, -3.06966, -0.74733], [1.88810, -5.17941, -0.93302], [0.50978, -4.66386, -0.83990], [0.19958, -3.49834, -0.65057], [2.04343, -6.54113, -1.07231], [5.43911, -6.81399, -1.05592], [5.21111, -4.33881, -0.81874], [-0.27053, -5.44187, -0.95218], [1.16946, -7.17901, -1.13621], [1.64300, -0.04449, 7.65085], [1.27134, -0.31686, 6.22093], [1.68784, 0.55382, 5.20809], [1.37635, 0.31451, 3.88500], [0.63386, -0.82078, 3.57491], [0.21521, -1.70696, 4.55142], [0.53297, -1.44386, 5.87750], [0.26091, -1.16883, 1.88298], [1.58305, -0.89961, 1.18857], [-0.87381, 0.19450, 1.51045], [-1.60934, 0.76267, 2.57507], [-2.52947, 1.73652, 2.33323], [-2.78049, 2.18798, 1.01922], [-3.73696, 3.20043, 0.75560], [-3.98938, 3.60314, -0.52212], [-3.28994, 3.01470, -1.59865], [-2.35349, 2.05024, -1.37337], [-2.06908, 1.60571, -0.05382], [-1.09714, 0.59409, 0.21534], [-0.41496, 0.03362, -0.99400], [-1.14168, -0.92071, -1.80110], [-2.39617, -1.42396, -1.40207], [-3.05701, -2.33595, -2.17996], [-2.49395, -2.79046, -3.38299], [-1.27077, -2.32458, -3.78861], [-0.57481, -1.38057, -3.01072], [0.71407, -0.89707, -3.40067], [1.34844, 0.09246, -2.69097], [0.77209, 0.58015, -1.47166], [1.73661, 1.91699, -0.67169], [1.37658, 2.04804, 0.75454], [0.90327, 3.28017, -1.50075], [0.13012, 4.11813, -0.71920], [-0.50359, 5.20017, -1.31165], [-0.37421, 5.45275, -2.67198], [-1.04563, 6.64001, -3.30419], [0.42555, 4.60038, -3.43519], [1.07665, 3.52453, -2.85660], [1.54116, 1.01429, 7.88750], [2.68318, -0.32125, 7.83236], [1.02067, -0.61413, 8.33869], [2.26254, 1.43401, 5.46931], [1.69233, 0.98453, 3.09330], [-0.35350, -2.58895, 4.28334], [0.20731, -2.12653, 6.65214], [-1.43482, 0.43370, 3.58868], [-3.08160, 2.17578, 3.15484], [-4.26896, 3.64038, 1.58996], [-4.72644, 4.37117, -0.71613], [-3.49038, 3.34160, -2.61069], [-1.81508, 1.63067, -2.21349], [-2.83674, -1.08143, -0.47506], [-4.02190, -2.70983, -1.86572], [-3.02997, -3.50753, -3.99019], [-0.82734, -2.66999, -4.71433], [1.16762, -1.28159, -4.30637], [2.29309, 0.49802, -3.03047], [0.03514, 3.91620, 0.33966], [-1.11549, 5.85495, -0.70308], [-1.91791, 6.95157, -2.73092], [-1.36194, 6.42005, -4.32348], [-0.35957, 7.48812, -3.34920], [0.55004, 4.79306, -4.49406], [1.71511, 2.89184, -3.46121]],
  "atomic_forces_ev_per_a": [[0.2, -1.0, 0.7], [0.1, -0.8, -0.1], [-0.9, 0.9, 0.1], [-0.6, -0.1, 0.0], [-0.8, 0.9, -0.1], [-0.3, -2.2, -0.4], [-0.2, 3.0, 0.4], [-0.2, 1.4, 0.2], [1.3, -0.3, -0.1], [-0.5, 0.3, -0.1], [1.1, -1.4, -0.1], [0.0, 0.0, 0.0], [0.0, 0.0, 0.0], [0.0, 0.2, 0.1], [0.0, 0.0, 0.0], [0.0, 0.0, 0.0], [0.0, 0.0, 0.0], [0.0, 0.0, 0.0], [0.0, 0.0, 0.0], [0.1, 0.1, -0.1], [0.0, -0.1, 0.0], [0.0, 0.0, 0.0], [-0.7, -0.2, 0.5], [0.6, -0.1, -1.0], [0.1, 0.0, 0.0], [0.0, 0.0, 0.0], [0.0, 0.0, 0.0], [0.0, 0.0, 0.0], [0.0, 0.0, 0.0], [0.0, 0.0, 0.0], [0.0, 0.0, 0.0], [0.0, 0.0, 0.0], [0.0, 0.0, -0.1], [0.0, 0.0, 0.1], [0.0, -0.3, 0.1], [-0.2, -0.1, -0.1], [0.2, 0.2, 0.1], [-0.1, -0.2, -0.2], [-0.1, 0.0, 0.1], [0.3, 0.2, 0.0], [-0.4, -0.2, 0.0], [0.3, -0.1, 0.1], [0.0, 0.2, 0.0], [0.5, -0.1, -0.2], [0.1, 0.3, 0.1], [0.0, -0.2, -0.1], [0.0, -0.1, 0.0], [0.0, 0.0, 0.0], [0.0, 0.0, 0.0], [0.0, 0.0, -0.1], [0.0, 0.0, 0.0], [0.0, 0.0, 0.0], [0.0, 0.0, 0.0], [0.0, 0.0, 0.0], [0.0, 0.0, 0.0], [0.0, 0.0, 0.0], [0.0, 0.0, 0.0], [0.0, 0.0, 0.0], [0.0, 0.0, 0.0], [0.0, 0.0, 0.0], [0.0, 0.0, 0.0], [0.0, 0.0, 0.0], [0.0, 0.0, 0.0], [0.0, 0.0, 0.0], [0.0, 0.0, 0.0], [0.0, 0.0, 0.0], [0.0, 0.0, 0.0], [0.0, 0.0, 0.0], [0.0, 0.0, 0.0], [0.0, 0.0, 0.0], [0.0, 0.0, 0.0], [0.0, 0.0, 0.0], [0.0, 0.0, 0.0], [0.0, 0.0, 0.0], [0.0, 0.0, 0.0], [0.0, 0.0, 0.0], [0.0, 0.0, 0.0], [0.0, 0.0, 0.0], [0.0, 0.0, 0.0]]
}

=====

Calculated energy relative to the best compared isomer or geometry (same formula, charge and spin) (kcal/mol), listed in the same order as above: 54.3, 40.8